# 1
# C24H35NO6

An isolated molecule of C24H35NO6 (ωB97M-V/def2-TZVPD, the OMol25 dataset).

Last column: natural (NBO) charge in e.
Cartesian coordinates (Å):
C -1.6477 -2.5150 -2.0136  -0.2538
O -0.7892 -2.0617 -0.9919  -0.4869
C -0.9223 -0.7944 -0.5327  0.3696
C -1.8945 0.0867 -0.9940  -0.4194
C -2.0101 1.3471 -0.4241  0.3490
O -2.9518 2.2682 -0.7866  -0.4940
C -3.8848 1.9122 -1.7833  -0.1641
C -4.7631 0.7141 -1.3893  0.6516
O -5.1801 -0.0768 -2.2097  -0.6320
N -5.0088 0.6535 -0.0721  -0.6115
C -5.6929 -0.4496 0.5736  -0.0587
C -4.7147 -1.2028 1.4733  -0.6105
C -6.8902 0.0724 1.3620  -0.6070
C -1.1517 1.7287 0.6026  -0.3069
C -0.1764 0.8661 1.0710  0.0665
C -0.0504 -0.4018 0.4953  -0.1964
C 0.9940 -1.3604 0.9593  0.7988
O 1.2003 -1.6605 2.1099  -0.6047
O 1.6917 -1.8351 -0.0733  -0.5122
C 2.7607 -2.7527 0.1974  0.0945
C 2.8855 -3.6709 -1.0091  -0.6235
C 4.0389 -1.9551 0.4968  -0.4190
C 4.3751 -0.9739 -0.6306  -0.4052
C 5.1752 0.2390 -0.1360  -0.5107
C 5.0774 1.3865 -1.1219  0.6155
O 5.9924 1.7003 -1.8405  -0.5394
C 3.7458 2.1090 -1.1403  -0.5132
C 3.5781 3.0429 0.0765  -0.3877
C 2.2203 2.8704 0.7632  -0.4019
C 2.1612 1.6020 1.6118  -0.3787
C 0.7581 1.3121 2.1586  -0.4311
H -1.5139 -1.9412 -2.9356  0.1814
H -1.3645 -3.5509 -2.1922  0.2026
H -2.6988 -2.4754 -1.7111  0.1846
H -2.5588 -0.2188 -1.7829  0.2424
H -3.3967 1.6960 -2.7407  0.2041
H -4.5223 2.7920 -1.9106  0.2208
H -4.5922 1.3501 0.5287  0.4031
H -6.0364 -1.1017 -0.2362  0.2281
H -4.3617 -0.5566 2.2749  0.2027
H -5.2009 -2.0683 1.9141  0.2145
H -3.8526 -1.5407 0.9029  0.2175
H -7.4312 -0.7561 1.8101  0.2142
H -7.5669 0.6153 0.7070  0.2174
H -6.5595 0.7399 2.1554  0.1994
H -1.2654 2.7133 1.0274  0.2236
H 2.4911 -3.3327 1.0899  0.2083
H 1.9546 -4.2116 -1.1571  0.2196
H 3.0927 -3.0912 -1.9036  0.2118
H 3.6894 -4.3834 -0.8480  0.2147
H 4.8600 -2.6503 0.6719  0.2132
H 3.8668 -1.4037 1.4242  0.2152
H 4.9380 -1.4771 -1.4172  0.2130
H 3.4338 -0.6339 -1.0666  0.2122
H 6.2236 -0.0331 -0.0063  0.2282
H 4.7762 0.5684 0.8240  0.2138
H 2.9406 1.3746 -1.1398  0.2138
H 3.6816 2.6854 -2.0637  0.2318
H 4.3698 2.8592 0.8065  0.1979
H 3.6866 4.0763 -0.2539  0.2167
H 2.0351 3.7335 1.4067  0.2030
H 1.4318 2.8451 0.0082  0.2039
H 2.8537 1.7021 2.4511  0.2063
H 2.4762 0.7456 1.0163  0.1885
H 0.8323 0.5211 2.9054  0.2485
H 0.3622 2.2082 2.6387  0.2059

## Properties
lowest unoccupied orbital energy	0.63	eV
E_tot	-39232.235	eV
SMILES	COc1cc(OCC(=O)NC(C)C)cc2c1C(=O)O[C@@H](C)CCCC(=O)CCCCC2

---

# 2
# C24H36AsCa2F9N2O23

A structure of composition C24H36AsCa2F9N2O23 in a non-equilibrium geometry (ωB97M-V/def2-TZVPD, the OMol25 dataset).

Last column: Mulliken charge in e.
Cartesian coordinates (Å):
Ca -0.1022 0.5077 1.3290  2.3703
Ca 2.9601 0.0936 4.0593  1.4676
As -3.0829 2.5366 3.6069  1.8595
F -4.2638 1.4093 2.7942  -0.5174
F -1.8556 1.4614 2.7106  -0.2224
F -1.9483 3.6221 4.6136  -0.4957
F -4.4713 3.3891 4.2631  -0.4933
F -3.0350 1.4338 5.0420  -0.5035
F -2.8105 3.5896 2.2056  -0.4872
C 3.0563 -1.3872 1.4056  0.2370
O 4.0686 -1.5569 2.4807  -0.2819
O 1.9461 -0.7219 1.9784  -0.4380
C 3.6187 -1.0900 0.0170  0.4154
F 4.1685 -2.0946 -0.6518  -0.3312
F 2.6244 -0.8956 -0.8384  -0.1690
F 4.2517 0.0074 0.0933  -0.2805
C 5.0193 -2.6369 2.4402  -0.2581
C 6.3515 -2.4031 3.1798  -1.2102
H 6.9984 -3.2333 3.4637  0.3796
H 7.0000 -1.7175 2.6344  0.3230
H 6.1061 -1.8539 4.0887  0.2268
H 5.2984 -2.8845 1.4160  0.2715
H 4.5900 -3.5200 2.9135  0.3030
H 2.6390 -2.3806 1.2410  0.3155
N 1.5900 2.8737 3.0102  0.7468
O 2.6091 2.1322 2.9813  -0.8414
O 1.5837 3.7797 3.8365  -0.6322
O 0.5941 2.3978 2.5968  -0.3769
N 0.0943 0.6703 5.6842  0.7189
O -0.0833 1.8531 5.5936  -0.4772
O 0.5707 0.1912 4.6889  -0.4504
O 0.2678 0.1347 6.7146  -0.7121
C -1.5614 -5.3385 3.8914  -1.4419
C -1.7341 -4.6787 2.5544  0.4958
C -3.1526 -4.1335 2.1588  -0.6534
O -2.9383 -2.8210 1.6589  -0.2887
C -1.8348 -2.3870 2.1585  -0.1156
O -1.4796 -1.2389 2.0004  -0.2877
O -1.1384 -3.4026 2.6480  -0.2141
H -2.0448 -4.7542 4.6744  0.3655
H -0.5250 -5.2423 4.2150  0.3296
H -1.7700 -6.3985 4.0357  0.3807
H -1.3664 -5.3436 1.7728  0.2610
H -3.8155 -4.1491 3.0239  0.2974
H -3.7953 -4.6633 1.4557  0.3592
C 2.9505 5.7692 -0.1767  -1.4652
C 2.6586 4.6610 -1.2551  0.2740
C 3.7921 3.7129 -1.4898  -0.6147
O 3.4174 2.4426 -0.9496  -0.2716
C 2.1222 2.5619 -0.5545  -0.3629
O 1.4100 1.6153 -0.2261  1.0085
O 1.8325 3.8278 -0.4819  -0.1467
H 1.9434 6.1035 0.0723  0.3627
H 3.5055 6.6706 -0.4365  0.3858
H 3.3075 5.2008 0.6821  0.3854
H 2.1545 5.1651 -2.0797  0.3034
H 4.6604 4.1446 -0.9920  0.3548
H 4.0123 3.4309 -2.5194  0.3152
C -3.1265 -2.5771 -3.8946  -1.5686
C -2.4082 -2.8341 -2.5015  0.4540
C -1.0568 -3.4475 -2.5394  -0.5038
O -0.3397 -2.7835 -1.5359  -0.2509
C -0.9014 -1.6607 -1.2471  -0.0624
O -0.4432 -0.8238 -0.5284  0.1422
O -2.1510 -1.5620 -1.8969  -0.0230
H -4.0656 -2.0899 -3.6322  0.3389
H -3.3361 -3.5312 -4.3782  0.4500
H -2.6856 -2.0594 -4.7465  0.3339
H -3.0895 -3.4361 -1.9002  0.1588
H -0.6423 -3.3696 -3.5445  0.2674
H -1.0554 -4.4947 -2.2370  0.3169
C -5.1962 2.5408 -3.1447  -1.4974
C -4.8778 2.2945 -1.6889  0.4490
C -4.8932 0.7756 -1.3712  -0.7160
O -3.6509 0.3561 -0.9489  -0.0903
C -2.8480 1.4902 -0.9147  0.2398
O -1.7199 1.5803 -0.5002  -0.5049
O -3.4679 2.5577 -1.5057  -0.3702
H -4.4797 2.0067 -3.7687  0.3430
H -5.1250 3.5819 -3.4597  0.3380
H -6.1757 2.1118 -3.3560  0.4118
H -5.5884 2.8377 -1.0660  0.3355
H -5.2239 0.3778 -2.3306  0.2333
H -5.5824 0.7126 -0.5290  0.3099
C 0.7781 2.0942 -4.2328  -1.4194
C 1.7699 0.9146 -4.1579  1.0587
C 1.0217 -0.4374 -3.8460  0.0734
O 1.6076 -1.4013 -4.6421  -0.3623
C 2.2778 -0.7617 -5.6857  0.4886
O 2.3326 -1.2629 -6.8209  -0.5589
O 2.3348 0.6306 -5.4323  -0.4190
H 1.3204 2.9912 -3.9337  0.2045
H -0.1940 2.0976 -3.7398  0.2478
H 0.4605 2.1858 -5.2715  0.5148
H 2.5849 1.1034 -3.4592  0.1506
H -0.0011 -0.3776 -4.2182  0.2296
H 0.8723 -0.7933 -2.8267  -0.2156

## Properties
lowest unoccupied orbital energy	-0.93	eV
E_tot	-197716.160	eV

---

# 3
# C24H36AuP2Si

A structure of composition C24H36AuP2Si in a non-equilibrium geometry (ωB97M-V/def2-TZVPD, the OMol25 dataset).

Last column: natural (NBO) charge in e.
Cartesian coordinates (Å):
C -0.2163 1.9621 0.0046  -0.1774
C -1.3078 1.0912 -0.3163  -0.4099
C -2.1193 0.9399 0.8942  -0.4282
H -1.6401 0.8140 -1.3139  0.2590
C -1.5239 1.8082 1.8916  -0.2100
C -0.3525 2.3765 1.3523  -0.2998
H 0.2996 3.0778 1.8702  0.2330
H 0.5407 2.3186 -0.6900  0.2318
H -3.1258 0.5233 0.8791  0.2525
H -1.9435 2.0397 2.8662  0.2231
Au -0.7875 -0.9129 0.8518  0.7019
C 0.0873 -1.0822 -2.2345  -1.1101
H 0.3337 -0.5305 -1.3216  0.2233
H 0.5615 -2.0678 -2.1943  0.2219
H -0.9919 -1.2288 -2.3135  0.2210
Si 0.7758 -0.0741 -3.8321  1.3738
C 1.9610 -1.1105 -4.8225  -0.4268
C 3.0503 -0.4712 -5.4503  -0.2254
H 3.0446 0.6213 -5.5358  0.2148
C 4.1551 -1.2043 -5.9005  -0.1971
H 5.0169 -0.6930 -6.3273  0.2220
C 4.1486 -2.6002 -5.7829  -0.2037
H 5.0358 -3.1790 -6.0498  0.2225
C 3.0030 -3.2500 -5.3056  -0.2134
H 2.9692 -4.3377 -5.2853  0.2181
C 1.9027 -2.5125 -4.8446  -0.2282
H 1.0074 -3.0283 -4.4857  0.2095
C -0.6734 0.6099 -4.7594  -0.4574
C -0.4175 1.5883 -5.7467  -0.2065
H 0.5708 1.6806 -6.1999  0.2222
C -1.4153 2.5046 -6.1061  -0.2133
H -1.1797 3.3565 -6.7464  0.2235
C -2.7191 2.3420 -5.6259  -0.1940
H -3.4995 3.0484 -5.9095  0.2233
C -3.0166 1.2709 -4.7766  -0.2108
H -4.0358 1.1440 -4.3999  0.2168
C -2.0139 0.3751 -4.3818  -0.2221
H -2.2725 -0.4753 -3.7536  0.2058
H 1.6908 1.1129 -3.1584  -0.0061
H 1.5861 1.3089 -4.0207  -0.1087
C -2.2897 -3.0718 3.4924  -0.9515
P -1.1451 -1.6981 3.1656  0.9152
C -1.6231 -0.3134 4.2250  -0.9553
C 0.4460 -2.3243 3.8560  -0.7321
C 1.5152 -2.6212 2.7934  -0.7259
P 0.8630 -2.5641 1.0774  0.9214
C 2.3260 -2.2895 0.0458  -0.9640
C 0.2143 -4.2575 0.8518  -0.9534
H -3.3106 -2.6709 3.5424  0.2607
H -2.0350 -3.5282 4.4606  0.2433
H -2.2415 -3.8350 2.7041  0.2499
H -1.6435 -0.6070 5.2816  0.2449
H -0.9112 0.5083 4.0948  0.2644
H -2.6164 0.0351 3.9207  0.2563
H 0.8045 -1.5540 4.5504  0.2602
H 0.2310 -3.2316 4.4359  0.2496
H 2.3227 -1.8747 2.8389  0.2546
H 1.9712 -3.6113 2.9565  0.2523
H 3.2278 -2.4736 0.6451  0.2488
H 2.3217 -2.9629 -0.8200  0.2645
H 2.3516 -1.2524 -0.3094  0.2681
H -0.4715 -4.5415 1.6625  0.2439
H -0.3297 -4.3143 -0.0996  0.2619
H 1.0441 -4.9766 0.8283  0.2515

## Properties
lowest unoccupied orbital energy (spin up / spin down)	-2.51 / -4.51	eV
E_tot	-55608.903	eV
spin multiplicity	3
total charge	+1